[1]
Computed, not measured: a cluster of 2 separate species, C23H42ClN3O5PS2 in total in a non-equilibrium geometry, with ωB97M-V with the def2-TZVPD basis set.

Each line ends with the Löwdin charge.
Positions of all 77 atoms, in Å:
C: -2.85 -3.08 0.87  -0.041
C: -2.46 -1.85 0.04  -0.374
C: -1.29 -1.13 0.76  -0.130
C: -1.57 0.37 1.00  -0.176
C: -0.38 1.26 0.64  -0.242
N: 0.83 0.89 1.38  -0.064
C: 1.88 1.83 1.05  -0.185
C: 3.26 1.53 1.62  -0.166
C: 4.25 2.45 1.31  -0.076
C: 5.53 2.29 1.73  -0.102
C: 5.88 1.21 2.50  -0.087
C: 4.93 0.30 2.85  -0.027
C: 3.64 0.47 2.40  -0.283
O: 2.71 -0.46 2.78  0.052
O: -2.00 -2.20 -1.27  -0.151
C: -2.94 -2.06 -2.31  -0.582
S: -2.21 -0.90 -3.53  0.821
C: -3.13 -3.45 -2.95  -0.372
N: -3.64 -4.33 -1.85  0.114
C: -3.47 -5.53 -2.04  -0.754
S: -3.00 -7.02 -1.98  0.772
O: -4.10 -3.45 -3.95  -0.104
C: -3.59 -3.53 -5.27  -0.449
C: -2.93 -4.85 -5.65  -0.185
C: -2.08 -4.65 -6.92  -0.265
C: -0.73 -4.02 -6.58  -0.600
Cl: -0.05 -3.14 -7.98  0.557
P: -5.12 -3.39 -6.35  0.765
O: -5.97 -4.58 -6.15  -0.433
H: -2.93 -2.75 1.91  0.078
H: -2.10 -3.86 0.81  0.091
H: -3.84 -3.43 0.56  0.069
H: -3.31 -1.16 0.04  0.134
H: -1.13 -1.60 1.73  0.102
H: -0.36 -1.23 0.20  0.117
H: -1.84 0.58 2.04  0.109
H: -2.40 0.70 0.37  0.109
H: -0.64 2.29 0.92  0.111
H: -0.18 1.22 -0.43  0.124
H: 0.63 0.87 2.37  0.106
H: 1.97 1.83 -0.04  0.133
H: 1.60 2.86 1.33  0.111
H: 3.98 3.31 0.72  0.124
H: 6.27 3.04 1.46  0.111
H: 6.91 1.12 2.81  0.116
H: 5.20 -0.55 3.46  0.126
H: 3.12 -1.30 2.98  0.115
H: -3.91 -1.69 -1.98  0.130
H: -1.16 -1.66 -3.92  -0.124
H: -2.13 -3.77 -3.27  0.143
H: -2.95 -2.68 -5.55  0.083
H: -2.25 -5.21 -4.87  0.105
H: -3.66 -5.64 -5.82  0.113
H: -1.88 -5.63 -7.34  0.118
H: -2.61 -4.04 -7.65  0.071
H: -0.82 -3.34 -5.73  0.045
H: -0.04 -4.80 -6.28  0.079
H: -5.83 -2.22 -6.00  0.026
H: -4.69 -3.38 -7.69  0.025
C: 0.87 4.49 4.41  -0.023
C: 2.06 4.23 5.32  -0.298
C: 2.64 5.50 5.94  -0.175
O: 3.40 6.21 4.97  -0.192
C: 2.73 7.32 4.35  -0.057
N: 3.15 3.62 4.50  0.235
H: 1.16 5.00 3.49  0.083
H: 0.40 3.54 4.11  0.088
H: 0.11 5.08 4.92  0.102
H: 1.78 3.52 6.10  0.158
H: 3.35 5.22 6.73  0.137
H: 1.87 6.12 6.41  0.137
H: 1.99 7.76 5.02  0.098
H: 2.26 7.00 3.42  0.083
H: 3.49 8.06 4.12  0.098
H: 2.83 2.89 3.85  0.147
H: 3.89 3.22 5.09  0.181
H: 3.60 4.37 3.97  0.163

Lowest unoccupied orbital energy: -2.9350 eV
2S+1: 1
Net charge: +1
Gap between HOMO and LUMO: 7.799 eV

***

[2]
Computed, not measured: a cluster of 7 separate species, C23H42O11 in total in a non-equilibrium geometry, with ωB97M-V with the def2-TZVPD basis set.

Each line ends with the Löwdin spin population.
Positions of all 76 atoms, in Å:
C: -0.88 -7.98 1.68  0.000
C: 0.09 -7.83 0.50  0.000
C: -0.26 -8.15 -0.94  0.000
O: 0.03 -6.96 -1.61  0.000
C: 0.48 -6.08 -0.71  0.000
O: 0.64 -4.90 -1.01  0.001
O: 0.52 -6.49 0.48  0.000
H: -1.66 -7.32 1.31  0.000
H: -0.43 -7.65 2.62  0.000
H: -1.30 -8.97 1.86  0.000
H: 0.83 -8.55 0.84  0.000
H: -1.31 -8.29 -1.18  0.000
H: 0.23 -9.04 -1.34  0.000
C: 1.49 6.82 2.89  0.000
C: 0.53 6.17 1.83  0.000
C: 0.44 6.98 0.59  0.000
O: 0.75 6.14 -0.44  0.000
C: 1.08 4.91 0.02  0.000
O: 1.38 3.97 -0.68  0.000
O: 1.03 4.88 1.31  0.000
H: 1.74 5.96 3.51  0.000
H: 1.09 7.67 3.45  0.000
H: 2.39 7.17 2.38  0.000
H: -0.49 5.98 2.16  0.000
H: 1.06 7.87 0.55  0.000
H: -0.60 7.25 0.37  0.000
C: -3.60 -0.61 -2.20  0.000
C: -4.44 -0.50 -3.52  0.000
O: -4.24 -1.28 -4.44  0.000
C: -5.42 0.65 -3.57  0.000
H: -2.85 -1.39 -2.28  0.000
H: -4.19 -0.89 -1.33  0.000
H: -3.30 0.42 -2.01  0.000
H: -6.07 0.52 -4.44  0.000
H: -5.00 1.64 -3.72  0.000
H: -6.14 0.77 -2.77  0.000
C: 3.42 2.45 1.83  0.000
C: 4.00 3.63 2.68  0.000
O: 3.49 4.06 3.66  0.000
C: 5.26 4.28 2.16  0.000
H: 3.44 2.77 0.79  0.000
H: 2.40 2.17 2.06  0.000
H: 4.12 1.63 2.01  0.000
H: 5.42 5.24 2.66  0.000
H: 5.07 4.53 1.12  0.000
H: 6.14 3.65 2.28  0.000
C: -0.90 -4.02 -3.82  0.071
C: -0.12 -3.12 -4.73  0.092
O: 1.05 -3.48 -5.03  0.748
C: -0.63 -1.79 -5.25  0.076
H: -1.96 -4.17 -4.01  0.005
H: -0.85 -3.54 -2.84  0.002
H: -0.43 -4.98 -3.59  -0.002
H: 0.14 -1.17 -4.80  -0.001
H: -1.62 -1.58 -4.85  0.007
H: -0.53 -1.70 -6.34  -0.001
C: 1.27 0.86 -0.52  0.000
C: 0.58 -0.42 -0.94  0.000
O: -0.11 -0.46 -1.98  0.001
C: 0.64 -1.62 -0.01  0.000
H: 2.23 0.84 -1.01  0.000
H: 1.44 1.03 0.55  0.000
H: 0.69 1.74 -0.81  0.000
H: 0.02 -2.44 -0.37  0.000
H: 0.31 -1.16 0.92  0.000
H: 1.67 -1.93 0.14  0.000
C: -1.60 0.44 3.96  0.000
C: -1.35 1.90 3.43  0.000
O: -2.08 2.42 2.55  0.000
C: -0.06 2.50 3.85  0.000
H: -2.66 0.19 3.86  0.000
H: -1.24 0.32 4.98  0.000
H: -1.04 -0.33 3.43  0.000
H: -0.23 3.54 3.56  0.000
H: 0.84 2.19 3.33  0.000
H: 0.17 2.65 4.91  0.000

Lowest unoccupied orbital energy (alpha / beta): -4.2460 / -7.8929 eV
2S+1: 2
Net charge: +1
Gap between HOMO and LUMO (alpha / beta): 6.847 / 3.200 eV

***

[3]
Computed, not measured: a structure of composition C23H43BBr2ClF3O7P in a non-equilibrium geometry, with ωB97M-V with the def2-TZVPD basis set.

Each line ends with the Löwdin charge.
Positions of all 81 atoms, in Å:
C: -0.14 3.31 1.75  -0.106
C: 0.94 2.42 2.43  -0.246
C: 0.47 1.71 3.72  -0.222
C: -0.64 0.64 3.52  -0.174
C: -0.10 -0.84 3.62  -0.395
C: 0.28 -1.19 5.07  -0.540
Br: -0.01 0.08 6.53  0.722
C: 0.80 -2.37 5.42  -0.703
C: 1.10 -3.49 4.44  -0.108
Br: 1.20 -2.77 7.29  0.622
O: 0.84 -1.04 2.61  0.037
B: 0.28 -1.53 1.30  -0.665
C: 0.95 -3.02 1.15  -0.060
O: 1.09 -3.51 -0.21  -0.184
C: -0.08 -4.14 -0.65  -0.253
C: 0.10 -4.57 -2.15  -0.216
C: 1.14 -3.71 -2.91  -0.121
C: 0.41 -0.49 0.05  -0.406
F: -0.31 0.66 0.22  0.093
F: 0.01 -0.99 -1.15  0.099
F: 1.73 -0.07 -0.04  0.054
O: -1.17 -1.58 1.64  0.004
C: -1.31 -1.71 3.02  -0.299
C: -2.73 -1.48 3.62  -0.606
Cl: -3.75 -0.32 2.69  0.624
C: -3.47 -2.82 3.87  -0.255
C: -2.80 -3.66 5.00  -0.095
H: -1.16 3.00 2.06  0.070
H: 0.03 4.39 1.89  0.061
H: -0.09 3.13 0.66  0.053
H: 1.39 1.66 1.76  0.087
H: 1.78 3.09 2.72  0.098
H: 0.18 2.50 4.44  0.099
H: 1.35 1.20 4.15  0.095
H: -1.20 0.76 2.58  0.092
H: -1.39 0.79 4.32  0.069
H: 0.21 -3.96 4.00  0.070
H: 1.83 -3.12 3.71  0.081
H: 1.61 -4.29 5.01  0.059
H: 1.98 -2.96 1.55  0.114
H: 0.39 -3.80 1.72  0.104
H: -0.26 -5.08 -0.09  0.118
H: -0.97 -3.48 -0.62  0.125
H: 0.36 -5.64 -2.23  0.093
H: -0.86 -4.46 -2.71  0.098
H: 0.77 -2.68 -3.04  0.064
H: 1.25 -4.11 -3.94  0.062
H: 2.14 -3.75 -2.47  0.069
H: -1.14 -2.79 3.19  0.122
H: -2.57 -1.04 4.62  0.099
H: -3.45 -3.38 2.93  0.113
H: -4.50 -2.57 4.20  0.092
H: -2.51 -4.65 4.61  0.073
H: -1.88 -3.19 5.40  0.059
H: -3.48 -3.86 5.85  0.068
O: 2.45 4.38 -4.47  -0.226
P: 1.00 4.04 -4.25  0.645
O: 1.03 2.41 -4.39  -0.221
C: 2.05 1.62 -3.78  -0.267
C: 1.66 1.22 -2.38  -0.077
O: 0.43 4.47 -5.74  -0.233
C: 0.99 5.61 -6.41  -0.305
C: 1.90 5.15 -7.53  -0.082
O: -0.54 4.07 -3.67  -0.235
C: -1.55 3.21 -4.19  -0.272
C: -2.01 2.26 -3.09  -0.054
H: 3.02 2.13 -3.78  0.102
H: 2.18 0.72 -4.40  0.118
H: 1.43 2.11 -1.77  0.086
H: 2.46 0.66 -1.90  0.080
H: 0.77 0.60 -2.39  0.058
H: 1.53 6.24 -5.70  0.100
H: 0.17 6.19 -6.81  0.112
H: 2.63 4.41 -7.19  0.073
H: 2.44 5.99 -7.97  0.072
H: 1.32 4.67 -8.32  0.072
H: -1.21 2.66 -5.06  0.106
H: -2.38 3.84 -4.51  0.119
H: -1.19 1.99 -2.43  0.062
H: -2.45 1.35 -3.51  0.082
H: -2.77 2.74 -2.47  0.076

Lowest unoccupied orbital energy: 1.3811 eV
2S+1: 1
Net charge: -1
Gap between HOMO and LUMO: 6.803 eV

***

[4]
Computed, not measured: a structure of composition C23H43Cl2DyIN3O4Si in a non-equilibrium geometry, with ωB97M-V with the def2-TZVPD basis set.

Each line ends with the Löwdin spin population.
Positions of all 78 atoms, in Å:
C: -1.64 -0.29 -4.27  -0.002
C: -1.15 -1.48 -3.45  -0.060
H: -1.91 -0.58 -5.28  0.000
H: -0.85 0.47 -4.28  0.002
H: -2.49 0.17 -3.76  0.000
C: -0.69 -2.64 -4.06  -0.504
C: -0.27 -2.67 -5.48  -0.086
H: -0.59 -3.56 -3.49  -0.025
H: 0.38 -1.80 -5.76  -0.015
H: -1.11 -2.69 -6.20  -0.026
H: 0.34 -3.57 -5.66  -0.002
Dy: 0.45 1.19 1.67  5.724
Cl: 1.95 3.23 1.86  0.033
C: -0.54 -1.73 2.71  0.009
O: 0.37 -0.95 2.29  0.041
N: -0.26 -2.86 3.30  0.001
C: 1.12 -3.32 3.43  0.001
C: -1.30 -3.72 3.85  0.000
H: -1.60 -1.45 2.59  0.000
H: 1.79 -2.45 3.45  0.001
H: 1.40 -3.96 2.58  0.000
H: 1.20 -3.89 4.36  0.000
H: -2.27 -3.23 3.72  0.000
H: -1.12 -3.88 4.92  0.000
H: -1.33 -4.69 3.33  0.000
H: 1.18 3.54 6.10  0.000
H: -0.93 5.25 5.78  0.000
C: 1.19 3.51 5.00  0.003
C: -0.68 5.10 4.73  0.001
N: -0.17 3.76 4.51  0.002
H: 1.55 2.54 4.64  0.004
C: -0.91 2.87 3.88  0.015
O: -0.53 1.69 3.60  0.027
H: -1.58 5.25 4.13  0.000
H: -1.93 3.20 3.58  0.001
H: 1.83 4.31 4.61  0.000
H: 0.07 5.84 4.46  0.000
H: 1.79 0.37 -3.09  0.000
H: 2.40 -2.65 -2.66  -0.001
C: 2.80 0.23 -2.69  0.001
C: 3.24 -2.14 -2.15  0.000
N: 2.84 -0.83 -1.68  0.000
H: 3.17 1.17 -2.29  0.001
C: 2.43 -0.71 -0.40  0.005
O: 2.17 0.37 0.19  0.029
H: 3.56 -2.75 -1.29  0.000
H: 2.34 -1.64 0.16  0.001
H: 3.45 -0.10 -3.51  0.000
H: 4.07 -2.03 -2.86  0.000
O: -0.31 -0.62 -2.42  -0.217
C: -1.36 -1.39 -1.92  -0.035
C: 0.11 -3.15 -0.86  -0.006
C: -1.14 -2.57 -1.04  0.000
H: 0.98 -2.63 -1.27  -0.001
C: 0.25 -4.36 -0.16  0.001
H: -2.23 -0.81 -1.66  -0.002
C: -2.22 -3.12 -0.33  -0.004
H: 1.25 -4.84 -0.09  0.000
C: -0.85 -4.94 0.49  -0.005
C: -2.09 -4.28 0.43  0.000
H: -3.18 -2.60 -0.37  0.001
H: -0.73 -5.89 1.03  0.000
H: -2.93 -4.68 0.99  0.000
Si: -0.38 3.95 -1.31  0.003
Cl: 0.28 1.80 -0.86  0.027
C: 1.22 4.89 -1.35  0.001
C: -1.42 4.28 0.21  0.004
C: -1.25 4.01 -2.95  0.001
H: 2.03 4.33 -0.86  0.001
H: 1.13 5.85 -0.83  0.000
H: 1.51 5.11 -2.38  0.000
H: -0.56 3.79 -3.77  0.000
H: -1.67 5.01 -3.15  0.000
H: -2.07 3.28 -2.99  0.000
H: -2.00 3.36 0.48  0.000
H: -2.15 5.05 -0.09  0.000
H: -0.87 4.63 1.10  0.001
I: -2.57 0.72 0.83  0.043

Lowest unoccupied orbital energy (alpha / beta): -0.2446 / 0.4696 eV
2S+1: 6
Net charge: 0
Gap between HOMO and LUMO (alpha / beta): 3.507 / 6.265 eV
Relative energy (zero: lowest compared OMol25 entry of this formula, charge and spin): 147.0 kcal/mol

***

[5]
Computed, not measured: a structure of composition C23H43Cl3InN3O4Si in a non-equilibrium geometry, with ωB97M-V with the def2-TZVPD basis set.

Each line ends with the Löwdin charge.
Positions of all 78 atoms, in Å:
C: 2.36 3.58 -0.36  -0.060
C: 1.51 3.46 0.87  -0.228
H: 2.57 4.62 -0.63  0.069
H: 1.89 3.08 -1.23  0.006
H: 3.33 3.07 -0.18  0.095
C: 1.05 4.49 1.57  -0.118
C: 1.22 5.93 1.19  -0.107
H: 0.54 4.30 2.52  0.102
H: 1.22 6.08 0.10  0.067
H: 2.14 6.36 1.60  0.077
H: 0.39 6.52 1.61  0.065
In: 0.04 -0.80 -0.04  0.272
Cl: 2.27 -1.51 0.44  0.058
Cl: -0.37 -0.32 -2.29  0.287
H: -1.90 -6.30 -1.32  0.097
H: 0.54 -6.92 -1.74  0.094
C: -1.75 -5.38 -1.91  -0.019
C: 0.60 -6.00 -2.33  -0.045
N: -0.34 -5.00 -1.84  -0.176
H: -2.37 -4.58 -1.52  0.089
C: 0.10 -3.86 -1.29  -0.275
O: -0.66 -3.03 -0.73  -0.124
H: 1.62 -5.62 -2.27  0.091
H: 1.20 -3.70 -1.35  0.124
H: -2.01 -5.58 -2.96  0.100
H: 0.38 -6.26 -3.38  0.095
H: -0.99 2.87 -1.17  0.087
H: -2.04 3.67 1.29  0.081
C: -2.04 2.61 -1.39  -0.046
C: -2.97 3.37 0.77  -0.060
N: -2.72 2.27 -0.15  -0.174
H: -2.05 1.77 -2.09  0.053
C: -2.98 0.99 0.23  -0.327
O: -2.63 -0.01 -0.39  -0.084
H: -3.71 3.04 1.52  0.091
H: -3.56 0.94 1.17  0.140
H: -2.52 3.50 -1.83  0.091
H: -3.35 4.25 0.23  0.089
O: 0.31 1.46 0.30  -0.289
C: 1.17 1.99 1.22  -0.432
C: -0.66 1.85 2.99  -0.063
C: 0.70 1.83 2.67  -0.183
H: -1.39 1.86 2.18  0.085
C: -1.08 1.87 4.32  -0.099
H: 2.13 1.46 1.10  0.112
C: 1.64 1.79 3.69  -0.028
H: -2.15 1.94 4.55  0.104
C: -0.13 1.81 5.35  -0.112
C: 1.23 1.78 5.04  -0.083
H: 2.71 1.80 3.43  0.125
H: -0.47 1.82 6.39  0.095
H: 1.98 1.77 5.83  0.096
Si: 1.68 -0.13 -4.36  0.111
Cl: 2.25 1.37 -3.00  0.335
C: -0.05 -0.05 -5.19  -0.271
C: 2.54 -1.65 -3.66  -0.235
C: 2.50 0.18 -6.09  -0.239
H: -0.92 0.03 -4.52  -0.048
H: -0.22 -0.94 -5.82  0.036
H: -0.08 0.82 -5.87  0.029
H: 2.00 1.00 -6.63  0.020
H: 2.36 -0.74 -6.68  0.029
H: 3.57 0.39 -6.05  0.017
H: 2.23 -1.88 -2.64  -0.031
H: 3.62 -1.46 -3.64  0.039
H: 2.39 -2.53 -4.29  0.029
C: -1.55 -3.83 2.23  -0.001
N: -1.22 -2.77 3.19  -0.145
C: -0.92 -3.16 4.57  -0.022
C: -0.97 -1.54 2.79  -0.207
O: -1.17 -1.16 1.60  -0.094
H: -2.03 -4.63 2.80  0.090
H: -0.64 -4.22 1.75  0.104
H: -2.22 -3.43 1.46  0.100
H: 0.16 -3.19 4.74  0.103
H: -1.36 -2.42 5.25  0.101
H: -1.34 -4.15 4.74  0.087
H: -0.60 -0.83 3.55  0.155

Lowest unoccupied orbital energy: 0.0800 eV
2S+1: 1
Net charge: 0
Gap between HOMO and LUMO: 7.889 eV
Relative energy (zero: lowest compared OMol25 entry of this formula, charge and spin): 27.4 kcal/mol

***

[6]
Computed, not measured: a cluster of 5 separate species, C23H43IO16 in total, with ωB97M-V with the def2-TZVPD basis set.

Each line ends with the Löwdin charge.
Positions of all 83 atoms, in Å:
C: 2.48 4.04 -4.62  -0.111
C: 1.50 5.22 -4.48  -0.242
C: 0.23 4.79 -3.75  -0.176
C: -1.06 5.39 -4.28  -0.149
O: -1.29 6.66 -3.62  0.053
C: -2.47 7.24 -3.78  -0.568
O: -2.61 8.42 -3.88  0.181
O: -3.53 6.38 -3.69  0.005
C: -4.22 6.18 -4.91  -0.207
C: -5.26 5.10 -4.66  -0.825
O: -5.03 4.12 -4.04  0.054
I: -7.17 5.45 -5.58  0.836
H: 2.47 3.45 -3.70  0.062
H: 2.16 3.38 -5.43  0.072
H: 3.49 4.37 -4.83  0.068
H: 2.02 5.98 -3.90  0.107
H: 1.27 5.60 -5.47  0.103
H: 0.27 5.04 -2.68  0.120
H: 0.11 3.71 -3.82  0.113
H: -0.99 5.58 -5.35  0.131
H: -1.89 4.72 -4.04  0.126
H: -3.58 5.78 -5.70  0.141
H: -4.67 7.10 -5.28  0.108
C: 5.25 -1.64 -2.67  -0.062
C: 4.78 -0.85 -3.87  -0.207
O: 3.64 -1.46 -4.50  0.043
C: 2.47 -1.26 -3.89  -0.607
O: 2.30 -0.60 -2.89  0.107
O: 1.53 -1.90 -4.56  0.011
C: 0.22 -1.82 -3.99  -0.033
H: 5.45 -2.68 -2.96  0.083
H: 6.17 -1.21 -2.28  0.081
H: 4.50 -1.64 -1.88  0.075
H: 5.54 -0.83 -4.64  0.123
H: 4.54 0.18 -3.60  0.119
H: -0.06 -0.78 -3.81  0.093
H: 0.19 -2.38 -3.05  0.095
H: -0.46 -2.27 -4.71  0.094
C: 1.87 1.14 -0.36  -0.069
C: 1.45 2.48 0.19  -0.203
O: 0.20 2.40 0.91  0.036
C: 0.29 1.91 2.14  -0.624
O: 1.30 1.57 2.71  0.125
O: -0.94 1.84 2.65  -0.001
C: -1.02 1.25 3.95  -0.035
H: 1.07 0.71 -0.96  0.071
H: 2.75 1.24 -0.98  0.072
H: 2.09 0.44 0.45  0.080
H: 1.26 3.18 -0.62  0.112
H: 2.22 2.91 0.84  0.124
H: -0.34 1.74 4.64  0.096
H: -0.78 0.19 3.90  0.091
H: -2.04 1.38 4.28  0.094
C: -0.85 -2.06 1.09  -0.050
C: -2.33 -2.28 0.92  -0.201
O: -2.67 -3.67 0.90  0.043
C: -2.72 -4.27 2.08  -0.602
O: -2.54 -3.73 3.15  0.113
O: -3.00 -5.55 1.90  0.014
C: -3.04 -6.34 3.09  -0.032
H: -0.29 -2.60 0.32  0.082
H: -0.61 -1.00 1.01  0.072
H: -0.50 -2.42 2.06  0.075
H: -2.67 -1.89 -0.04  0.124
H: -2.90 -1.77 1.70  0.123
H: -3.72 -5.90 3.82  0.088
H: -2.04 -6.43 3.52  0.099
H: -3.40 -7.32 2.79  0.095
C: -1.94 -4.72 6.41  -0.057
C: -0.87 -3.89 5.75  -0.215
O: 0.19 -3.57 6.67  0.042
C: 1.07 -4.55 6.89  -0.616
O: 1.07 -5.64 6.38  0.119
O: 1.96 -4.12 7.78  0.004
C: 2.95 -5.09 8.14  -0.042
H: -2.30 -4.22 7.31  0.084
H: -2.78 -4.86 5.73  0.058
H: -1.56 -5.70 6.70  0.079
H: -1.27 -2.93 5.44  0.116
H: -0.46 -4.39 4.87  0.114
H: 3.43 -5.50 7.27  0.094
H: 2.49 -5.88 8.73  0.097
H: 3.68 -4.56 8.75  0.092

Lowest unoccupied orbital energy: 0.1848 eV
2S+1: 1
Net charge: 0
Gap between HOMO and LUMO: 10.377 eV
SMILES: CCCCOC(=O)OCC(=O)I.CCOC(=O)OC.CCOC(=O)OC.CCOC(=O)OC.CCOC(=O)OC

***

These records have electronic energy values of -82713.457 -47044.024 -209609.357 -102318.431 -87831.939 -65409.312 eV, in the order they appear.